Entry from the Open Molecules 2025 dataset: one molecule with the formula C19H27N5O4S (ωB97M-V/def2-TZVPD).

Each atom is followed by the atoms it is bonded to, with distances in Å.
Positions of all 56 atoms, in Å:
1 C 2.18830 -3.20450 -4.90211  H4 1.093, C14 1.529, C31 1.495, H34 1.092
2 H 2.02113 -1.40241 -0.64534  C25 1.084
3 C -0.37983 0.91316 -0.05463  C26 1.536, H40 1.090, N42 1.469, C53 1.522
4 H 1.27839 -2.65409 -5.15290  C1 1.093
5 H 0.32169 -1.74980 -0.97536  C25 1.092
6 C 4.88167 0.53109 -3.18335  C13 1.353, H23 1.080, N41 1.357
7 O 1.52971 2.29421 -1.47933  C19 1.226
8 O -0.56392 0.06421 3.03402  C43 1.217
9 H 1.09762 -4.78738 -3.88423  C14 1.091
10 H 1.65482 -3.48906 -2.82308  C14 1.091
11 H -1.67949 2.82663 4.95782  C32 1.091
12 C -2.69594 0.15346 4.80757  C17 1.532, H45 1.090, C48 1.530, H49 1.090
13 C 3.93950 1.05597 -2.36579  C6 1.353, C36 1.425, H52 1.078
14 C 1.91913 -4.09677 -3.68946  C1 1.529, H9 1.091, H10 1.091, H18 1.091
15 O -4.72789 2.22597 2.57425  S50 1.442
16 N -0.98084 2.05178 2.04775  H22 1.006, C26 1.454, C43 1.351
17 C -4.19658 -0.03709 5.04902  C12 1.532, H37 1.089, H44 1.092, C46 1.524
18 H 2.80431 -4.68115 -3.43406  C14 1.091
19 C 1.60869 1.07177 -1.44029  O7 1.226, C36 1.512, N42 1.347
20 H -0.90753 2.40950 -1.53307  C53 1.088
21 H -4.62971 -1.16813 3.23607  C46 1.089
22 H -1.66162 2.77895 1.90604  N16 1.006
23 H 5.88135 0.91353 -3.32687  C6 1.080
24 H 5.01018 -2.89804 -5.93755  C35 1.080
25 C 1.00329 -1.11051 -0.41122  H2 1.084, H5 1.092, H28 1.091, N42 1.457
26 C 0.06504 1.87888 1.05327  C3 1.536, N16 1.454, H27 1.090, H47 1.087
27 H 0.94356 1.47528 1.55604  C26 1.090
28 H 0.83359 -1.26189 0.65613  C25 1.091
29 H -2.25204 1.86194 -0.50055  C53 1.091
30 N 5.35544 -1.21747 -4.75899  C35 1.335, N41 1.338
31 C 3.30455 -2.23746 -4.66881  C1 1.495, C33 1.386, C35 1.399
32 C -2.59378 2.65013 4.39006  H11 1.091, C48 1.528, H51 1.088, H55 1.089
33 C 3.29834 -1.15085 -3.80779  C31 1.386, N39 1.353, N41 1.387
34 H 2.43020 -3.81956 -5.77129  C1 1.092
35 C 4.59334 -2.21424 -5.21361  H24 1.080, N30 1.335, C31 1.399
36 C 2.66895 0.41397 -2.29410  C13 1.425, C19 1.512, N39 1.303
37 H -4.39126 -0.91388 5.66477  C17 1.089
38 H -1.66005 0.82465 -1.78928  C53 1.091
39 N 2.35224 -0.64543 -2.98356  C33 1.353, C36 1.303
40 H -0.89463 0.08903 0.43967  C3 1.090
41 N 4.55611 -0.57291 -3.90173  C6 1.357, N30 1.338, C33 1.387
42 N 0.77899 0.29691 -0.71529  C3 1.469, C19 1.347, C25 1.457
43 C -1.26046 1.05589 2.91700  O8 1.217, N16 1.351, C48 1.535
44 H -4.62380 0.82563 5.56337  C17 1.092
45 H -2.25138 -0.76485 4.42332  C12 1.090
46 C -4.82867 -0.18960 3.67095  C17 1.524, H21 1.089, S50 1.793, H56 1.087
47 H 0.32134 2.85017 0.63758  C26 1.087
48 C -2.52512 1.25864 3.76282  C12 1.530, C32 1.528, C43 1.535, S50 1.844
49 H -2.16326 0.41842 5.72100  C12 1.090
50 S -3.96890 1.00177 2.64405  O15 1.442, C46 1.793, C48 1.844, O54 1.442
51 H -2.70823 3.44005 3.65095  C32 1.088
52 H 4.12450 1.94972 -1.79172  C13 1.078
53 C -1.35382 1.55075 -1.03548  C3 1.522, H20 1.088, H29 1.091, H38 1.091
54 O -3.53179 0.37065 1.42378  S50 1.442
55 H -3.44520 2.72414 5.06523  C32 1.089
56 H -5.89026 0.04024 3.61834  C46 1.087

The net charge is 0. As for the structure (SMILES): CCc1cnn2ccc(C(=O)N(C)[C@H](C)CNC(=O)[C@]3(C)CCCS3(=O)=O)nc12. For the HOMO energy, the calculation gives -8.36 eV. The value obtained for the frontier orbital gap is 8.56 eV.

Entry from the Open Molecules 2025 dataset: one molecule with the formula C19H27N9O2S in a non-equilibrium geometry (ωB97M-V/def2-TZVPD).

Each atom is followed by the atoms it is bonded to, with distances in Å.
Positions of all 58 atoms, in Å:
1 C -3.91000 3.66569 0.35732  H20 1.090, N25 1.454, H33 1.087, H36 1.090
2 C -2.89988 0.26807 -0.63049  C10 1.387, N26 1.382, C47 1.427
3 C -3.79333 -2.54349 1.06290  C7 1.524, H22 1.092, H27 1.091, C39 1.532
4 S -1.56658 -3.19635 -1.66800  C31 1.816, C38 1.732
5 H 3.31057 -0.37975 -2.03391  C29 1.090
6 H 2.92565 1.09840 1.78697  C18 1.089
7 C -3.57721 -1.49487 2.14737  C3 1.524, H17 1.088, H34 1.088, H35 1.088
8 H -4.35005 -2.67821 -1.02597  C39 1.094
9 O -1.47472 3.98939 -0.62182  C55 1.212
10 C -1.64881 0.55949 -1.15459  C2 1.387, N11 1.357, N37 1.347
11 N -1.14468 1.81950 -1.16497  C10 1.357, C15 1.447, C55 1.378
12 H -0.70864 -2.26135 2.88794  N14 1.004
13 N 3.04894 0.31792 -0.11398  C18 1.443, C28 1.336, C29 1.443
14 N -0.05865 -1.51735 2.71136  H12 1.004, C54 1.345, H57 1.003
15 C 0.17262 2.08778 -1.69898  N11 1.447, H53 1.092, H56 1.089, H58 1.087
16 H 5.06608 -0.12700 1.64351  C43 1.092
17 H -4.42271 -0.81198 2.18712  C7 1.088
18 C 3.55320 1.20791 0.90313  H6 1.089, N13 1.443, H42 1.097, C43 1.529
19 H 3.71352 1.34135 -1.78712  C29 1.097
20 H -3.37195 4.12514 1.18609  C1 1.090
21 N 1.52017 -0.57931 1.34587  C28 1.338, C54 1.326
22 H -2.89549 -3.15412 0.94839  C3 1.092
23 H 0.60898 -4.09870 -1.60401  C31 1.090
24 C 5.84135 0.92578 -0.06834  C40 1.527, C43 1.527, H44 1.093, H50 1.091
25 N -3.15353 2.53587 -0.15672  C1 1.454, C47 1.401, C55 1.387
26 N -3.04612 -1.09852 -0.77483  C2 1.382, C38 1.348, C39 1.440
27 H -4.62026 -3.19881 1.34007  C3 1.091
28 C 2.09139 -0.57982 0.13619  N13 1.336, N21 1.338, N49 1.347
29 C 3.78020 0.33419 -1.35778  H5 1.090, N13 1.443, H19 1.097, C40 1.529
30 H -4.99946 -1.24281 -0.17705  C39 1.092
31 C 0.24542 -3.07679 -1.71179  S4 1.816, H23 1.090, C46 1.497, H51 1.088
32 H 5.40033 1.58309 1.94740  C43 1.091
33 H -4.87404 3.28908 0.69102  C1 1.087
34 H -3.46920 -1.96961 3.11996  C7 1.088
35 H -2.67904 -0.91426 1.94706  C7 1.088
36 H -4.04152 4.40990 -0.42752  C1 1.090
37 N -1.04626 -0.55520 -1.61106  C10 1.347, C38 1.324
38 C -1.90521 -1.52833 -1.34957  S4 1.732, N26 1.348, N37 1.324
39 C -4.13579 -1.90252 -0.28534  C3 1.532, H8 1.094, N26 1.440, H30 1.092
40 C 5.24634 -0.02182 -1.10739  C24 1.527, C29 1.529, H45 1.091, H52 1.092
41 N 0.11547 -2.32023 0.57647  C46 1.322, C54 1.339
42 H 3.48103 2.23720 0.53161  C18 1.097
43 C 5.01325 0.87507 1.21354  H16 1.092, C18 1.529, C24 1.527, H32 1.091
44 H 5.83872 1.94490 -0.46236  C24 1.093
45 H 5.80114 0.04062 -2.04433  C40 1.091
46 C 0.72925 -2.21180 -0.58929  C31 1.497, N41 1.322, N49 1.315
47 C -3.76319 1.27527 -0.10472  C2 1.427, N25 1.401, O48 1.219
48 O -4.88619 1.12508 0.34390  C47 1.219
49 N 1.73160 -1.40636 -0.86473  C28 1.347, C46 1.315
50 H 6.87606 0.64990 0.14229  C24 1.091
51 H 0.56431 -2.65737 -2.66380  C31 1.088
52 H 5.30581 -1.04897 -0.74248  C40 1.092
53 H 0.09687 2.49332 -2.70959  C15 1.092
54 C 0.55689 -1.47440 1.51589  N14 1.345, N21 1.326, N41 1.339
55 C -1.89575 2.85272 -0.64781  O9 1.212, N11 1.378, N25 1.387
56 H 0.66756 2.81934 -1.06148  C15 1.089
57 H 0.31325 -0.97175 3.46674  N14 1.003
58 H 0.72229 1.14985 -1.71828  C15 1.087

The net charge is 0. As for the structure (SMILES): CCCn1c(SCc2nc(N)nc(N3CCCCC3)n2)nc2c1c(=O)n(C)c(=O)n2C. For the HOMO energy, the calculation gives -7.86 eV. The value obtained for the frontier orbital gap is 8.51 eV.

Entry from the Open Molecules 2025 dataset: one molecule with the formula C19H27NO (ωB97M-V/def2-TZVPD).

Each atom is followed by the atoms it is bonded to, with distances in Å.
Positions of all 48 atoms, in Å:
1 C 2.34347 1.00758 -1.77493  C4 1.359, C6 1.438, H20 1.082
2 C 2.39831 -1.46759 -1.38659  C6 1.522, H7 1.093, C35 1.527, H36 1.091
3 H -2.85840 1.99672 4.78224  C41 1.088
4 C 0.99539 1.03589 -1.60815  C1 1.359, N26 1.356, C46 1.500
5 C -1.78373 1.70045 1.57540  C11 1.531, H13 1.093, H18 1.091, C39 1.530
6 C 3.15188 -0.17697 -1.67554  C1 1.438, C2 1.522, O48 1.220
7 H 2.10423 -1.89691 -2.34803  C2 1.093
8 C -0.74791 -4.46796 -0.84927  C14 1.385, H28 1.080, C34 1.383
9 H -3.73522 1.56002 2.42966  C11 1.093
10 H -0.49824 4.25741 -0.40346  C44 1.093
11 C -3.08383 2.35293 2.05319  C5 1.531, H9 1.093, H23 1.092, C31 1.529
12 H -0.60930 -4.24418 2.51359  C17 1.080
13 H -2.04509 0.96332 0.81206  C5 1.093
14 C -0.94641 -4.81060 0.47745  C8 1.385, C17 1.384, H33 1.080
15 H -0.50581 3.41251 1.78770  C39 1.091
16 C 0.21973 -2.82537 1.14634  C17 1.384, H25 1.081, C30 1.389
17 C -0.46025 -3.98495 1.47551  H12 1.080, C14 1.384, C16 1.384
18 H -1.33695 1.15103 2.40576  C5 1.091
19 H -1.63681 1.59940 -1.38594  C32 1.089
20 H 2.87157 1.91847 -2.02297  C1 1.082
21 H -2.30431 3.61700 5.20489  C41 1.088
22 H 1.50436 -0.73641 0.41056  C35 1.097
23 H -3.59555 2.81065 1.20351  C11 1.092
24 H -1.48163 3.05977 -2.36162  C32 1.096
25 H 0.59858 -2.18667 1.93210  C16 1.081
26 N 0.30829 2.18186 -1.84036  C4 1.356, H27 1.011, C32 1.441
27 H 0.88745 2.98202 -2.05390  N26 1.011
28 H -1.12352 -5.10792 -1.63453  C8 1.080
29 H 0.08060 -3.05894 -2.21507  C34 1.080
30 C 0.42727 -2.47195 -0.18070  C16 1.389, C34 1.390, C35 1.508
31 C -2.92015 3.40798 3.14829  C11 1.529, H37 1.091, H40 1.093, C41 1.524
32 C -1.05601 2.51120 -1.51308  H19 1.089, H24 1.096, N26 1.441, C44 1.535
33 H -1.47610 -5.71696 0.73091  C14 1.080
34 C -0.06797 -3.30858 -1.17444  C8 1.383, H29 1.080, C30 1.390
35 C 1.16780 -1.20379 -0.52260  C2 1.527, H22 1.097, C30 1.508, C46 1.533
36 H 3.07516 -2.17282 -0.90157  C2 1.091
37 H -2.31860 4.23962 2.77723  C31 1.091
38 H -2.17038 3.76268 -0.16665  C44 1.090
39 C -0.73488 2.66874 1.02374  C5 1.530, H15 1.091, H42 1.093, C44 1.530
40 H -3.91073 3.80606 3.38200  C31 1.093
41 C -2.29725 2.85798 4.42588  H3 1.088, H21 1.088, C31 1.524, H47 1.087
42 H 0.18814 2.11561 0.83146  C39 1.093
43 H -0.59603 0.01577 -0.58717  C46 1.090
44 C -1.14980 3.39173 -0.25885  H10 1.093, C32 1.535, H38 1.090, C39 1.530
45 H -0.15037 -0.66471 -2.15313  C46 1.095
46 C 0.24711 -0.21047 -1.24010  C4 1.500, C35 1.533, H43 1.090, H45 1.095
47 H -1.26684 2.55398 4.26101  C41 1.087
48 O 4.36153 -0.17419 -1.83272  C6 1.220

The net charge is 0. As for the structure (SMILES): CCCCCCCNC1=CC(=O)C[C@H](c2ccccc2)C1. For the HOMO energy, the calculation gives -8.13 eV. The value obtained for the frontier orbital gap is 8.84 eV.

What is the frontier orbital gap in the third record? 8.84 eV

What is the frontier orbital gap in the third record? 8.84 eV

Among the records above, which one has the lowest frontier orbital gap? C19H27N9O2S